i) DFT (the ωB97M-V functional and the def2-TZVPD basis) results for 12 unconnected molecules or ions with the total composition C4H31NO13.

Computed properties:
Molar mass ... 301.29 Da
HOMO ... -9.78 eV
SMILES ... C[C@@H](O)CC(N)=O.O.O.O.O.O.O.O.O.O.O.O
Charge ... 0

Positions of all 49 atoms, in Å:
1 C -2.70856 -0.79587 -0.39671
2 C -2.52813 0.38206 0.60932
3 C -3.58235 0.75148 1.66653
4 O -1.18273 0.40519 1.11059
5 C -1.45822 -1.58786 -0.80373
6 N -0.67449 -1.05900 -1.75295
7 O -1.03227 -2.62204 -0.26075
8 H -3.47245 -1.52647 -0.07011
9 H -3.21357 -0.47824 -1.29813
10 H -2.63998 1.33275 0.00781
11 H -4.58738 0.77439 1.23071
12 H -3.77830 -0.01078 2.41032
13 H -3.26738 1.71141 2.05676
14 H -1.11959 0.13472 2.05432
15 H -1.04449 -0.31869 -2.35295
16 H 0.16927 -1.53896 -2.01575
17 H 3.81499 -1.33163 -0.70052
18 H 2.37077 -1.93846 -1.04219
19 O 3.27410 -2.11915 -0.77883
20 H 0.51881 -4.33507 2.36619
21 H -0.16534 -3.76298 0.93028
22 O -0.00412 -3.67167 1.89639
23 H -0.46801 3.12793 -2.49582
24 H 0.98868 2.97436 -1.95174
25 O 0.43007 3.09243 -2.82341
26 H -2.10399 -1.62046 2.69025
27 H -0.61053 -1.97332 2.90497
28 O -1.29043 -1.31648 3.09787
29 H 1.44207 1.72678 0.18966
30 H 1.66385 3.17726 0.02933
31 O 1.22522 2.48670 -0.48187
32 H 3.14305 0.93495 -2.73055
33 H 1.96066 0.73988 -1.93000
34 O 2.69801 0.21447 -2.26163
35 H -1.76527 2.48901 -1.91410
36 H -2.37292 1.99590 -3.37347
37 O -2.51724 2.45712 -2.50287
38 H 3.20588 -0.12238 3.71725
39 H 2.51437 1.15072 4.25266
40 O 3.03102 0.79247 3.53652
41 H 0.04794 1.51414 -3.30353
42 H 0.18776 0.24031 -4.14097
43 O -0.48968 0.75412 -3.70613
44 H 2.75024 1.67834 1.90004
45 H 3.36137 0.75002 0.87643
46 O 3.01369 1.65122 0.93106
47 H 1.38127 -2.38068 1.94001
48 H 2.56372 -2.66235 0.91737
49 O 2.32063 -2.26759 1.76604

Atomic partial charges in e from the Mulliken method, atoms 1 to 5: -1.167 0.721 -1.564 -0.333 0.730

---

ii) DFT (the ωB97M-V functional and the def2-TZVPD basis) results for 12 unconnected molecules or ions with the total composition C4H31NO13.

Computed properties:
Molar mass ... 301.29 Da
HOMO ... -9.86 eV
SMILES ... CCNCC(=O)O.O.O.O.O.O.O.O.O.O.O.O
Charge ... 0

Positions of all 49 atoms, in Å:
1 C -1.66122 0.48288 -1.07545
2 C -1.73029 1.16503 0.29415
3 N -1.12106 0.57577 1.52142
4 C 0.37054 0.58449 1.29797
5 C 0.85617 -0.70482 1.90061
6 O 0.46536 -0.97537 3.12441
7 O 1.39341 -1.49342 1.15472
8 H -1.01894 0.93095 -1.91466
9 H -2.64803 0.20473 -1.45878
10 H -1.26472 -0.53335 -0.77236
11 H -2.75428 1.21204 0.65239
12 H -1.39805 2.15533 0.06727
13 H -1.33259 -0.43267 1.55407
14 H 0.72349 0.85022 0.28782
15 H 0.55334 1.43257 2.02331
16 H 0.85519 -1.76741 3.53788
17 H 2.96332 1.82056 0.13898
18 H 3.42562 0.47741 0.52333
19 O 3.78722 1.31365 0.15820
20 H 3.06380 -1.61116 -2.10948
21 H 1.72594 -1.52118 -2.07866
22 O 2.36361 -1.68521 -2.79227
23 H 1.93388 4.25809 -2.21399
24 H 1.66416 2.81913 -2.33842
25 O 1.27707 3.61442 -1.88850
26 H -1.69286 -1.87872 3.37985
27 H -3.12977 -2.05263 2.81565
28 O -2.35589 -2.52347 3.13730
29 H 2.42942 1.09828 -1.89144
30 H 2.69004 0.85625 -3.33463
31 O 2.13227 1.34560 -2.73520
32 H -2.98747 3.63925 0.58326
33 H -3.91224 2.81040 -0.31091
34 O -3.93095 3.46053 0.40464
35 H 2.91772 -3.48310 -1.57620
36 H 3.39848 -3.93996 -0.23155
37 O 3.74484 -3.63712 -1.07794
38 H -4.73142 -1.54282 1.30843
39 H -4.82695 -0.15184 1.90884
40 O -4.54442 -1.05396 2.11249
41 H 1.95571 -3.19504 1.09804
42 H 0.99350 -4.32173 1.35604
43 O 1.83629 -4.16267 0.90406
44 H -0.83506 4.66404 1.70190
45 H 0.07478 3.77314 0.92105
46 O -0.85156 3.80686 1.20977
47 H 0.44653 -2.42295 -3.95206
48 H -1.05669 -2.25252 -3.89477
49 O -0.25726 -2.00851 -3.43061

Atomic partial charges in e from the Mulliken method, atoms 1 to 5: -0.937 -0.397 -0.251 -0.156 0.289

---

Stability order, top to bottom: i), ii)

---

i) DFT (the ωB97M-V functional and the def2-TZVPD basis) results for a molecular structure, C3H6N4S.

Computed properties:
Molar mass ... 130.18 Da
HOMO ... -8.24 eV
Charge ... 0

Positions of all 14 atoms, in Å:
1 C -1.38872 -0.84421 1.45135
2 C -0.45612 -1.46368 0.51214
3 C 1.68073 1.21558 -0.96299
4 H -1.74253 -0.07046 -1.23964
5 H -1.61056 -1.35456 2.48550
6 H -0.38603 -2.52822 0.50681
7 H 0.34103 1.12834 1.00044
8 H 1.56077 2.38537 -0.84775
9 H 2.58150 -0.45495 -1.72012
10 N -1.93312 0.31722 1.19770
11 N 0.26180 -0.69752 -0.18078
12 N 0.41759 0.65011 -0.23705
13 N 2.63852 0.62506 -1.57640
14 S -1.96486 1.09192 -0.38921

Atomic partial charges in e from the Mulliken method, atoms 1 to 5: 0.039 -0.201 0.043 0.199 0.302

---

ii) DFT (the ωB97M-V functional and the def2-TZVPD basis) results for C3H6N4S in the gas phase.

Computed properties:
Molar mass ... 130.18 Da
HOMO ... -9.36 eV
SMILES ... [H]/N=C(/N)C(=S)/C(N)=N\[H]
Charge ... 0

Positions of all 14 atoms, in Å:
1 C 1.05331 0.52078 -0.57523
2 C 0.29639 -0.47183 0.33150
3 C -1.26678 -0.20104 0.37630
4 H 2.34718 0.74261 -1.64168
5 H 2.46887 -0.98626 -1.12423
6 H -0.13964 1.88788 -0.09319
7 H -2.61856 -0.49453 1.91859
8 H -1.07668 -1.08286 2.27444
9 H -1.26695 0.23211 -1.47206
10 N 1.94442 -0.12042 -1.39812
11 N 0.67128 1.69334 -0.75643
12 N -1.65570 -0.44199 1.67663
13 N -1.97040 0.25590 -0.64661
14 S 1.21326 -1.53369 1.13007

Atomic partial charges in e from the Mulliken method, atoms 1 to 5: 0.360 0.168 0.379 0.331 0.248

---

iii) DFT (the ωB97M-V functional and the def2-TZVPD basis) results for C3H6N4S in the gas phase.

Computed properties:
Molar mass ... 130.18 Da
HOMO ... -7.91 eV
SMILES ... [H]/N=c1\cc(N)[nH]n1S
Charge ... 0

Positions of all 14 atoms, in Å:
1 C 0.61860 0.46871 -0.80906
2 C 0.75479 -0.82467 -0.51925
3 C -0.44845 -1.14253 0.24177
4 H 1.09891 2.30260 -0.91965
5 H 2.60023 1.23422 -1.44180
6 H 1.50826 -1.51187 -0.80408
7 H -0.00145 -2.79259 1.00219
8 H -1.73286 -0.36820 2.67635
9 H -0.98514 1.94174 -0.68011
10 N 1.49247 1.37641 -1.38691
11 N -0.67432 -2.10974 1.14969
12 N -1.30602 0.01194 0.22566
13 N -0.47435 1.03486 -0.17038
14 S -2.45070 0.37911 1.43557

Atomic partial charges in e from the Mulliken method, atoms 1 to 5: 0.157 -0.592 0.550 0.270 0.283

---

iv) DFT (the ωB97M-V functional and the def2-TZVPD basis) results for C3H6N4S in the gas phase.

Computed properties:
Molar mass ... 130.18 Da
HOMO ... -9.37 eV
SMILES ... [H]/N=C(/N)C(=S)/C(N)=N\[H]
Charge ... 0

Positions of all 14 atoms, in Å:
1 C -1.37201 -0.32588 0.14572
2 C 0.00385 0.21383 -0.08537
3 C 1.18399 -0.75991 -0.11083
4 H -3.39973 -0.14359 -0.08636
5 H -2.43765 1.16197 -0.92695
6 H -0.84848 -1.70848 1.30983
7 H 3.25281 -0.66311 0.09194
8 H 2.38872 0.75773 0.81895
9 H 0.13534 -1.76041 -1.24097
10 N -2.44140 0.19124 -0.52040
11 N -1.63057 -1.25381 0.96357
12 N 2.36877 -0.22839 0.40992
13 N 1.11265 -1.85387 -0.79768
14 S 0.38424 1.85009 -0.00321

Atomic partial charges in e from the Mulliken method, atoms 1 to 5: 0.558 -0.044 0.428 0.302 0.240

---

Stability order, top to bottom: iv), ii), iii), i)

---

i) DFT (the ωB97M-V functional and the def2-TZVPD basis) results for C4H12OP2 in the gas phase.

Computed properties:
Molar mass ... 138.09 Da
HOMO ... -9.40 eV
SMILES ... CCP(=O)(P)CC
Charge ... 0

Positions of all 19 atoms, in Å:
1 C -2.25675 0.43701 1.08280
2 C 1.93927 -1.26104 0.43004
3 C -1.07746 -0.25060 0.53277
4 C 1.69633 -0.12962 -0.44944
5 O 0.34603 2.21847 0.57494
6 P -0.79605 1.19454 -2.18432
7 P 0.14111 0.92602 -0.19146
8 H -1.89884 1.26372 1.64489
9 H -3.00843 0.92752 0.41536
10 H -2.84745 -0.12603 1.61962
11 H 1.66508 -0.98729 1.46538
12 H 1.37524 -2.17220 0.23348
13 H 2.97640 -1.51962 0.52460
14 H -1.12351 -1.14329 0.00872
15 H -0.54666 -0.43199 1.53442
16 H 1.54077 -0.63567 -1.45220
17 H 2.43504 0.59928 -0.65596
18 H -1.10361 -0.08534 -2.30483
19 H 0.54349 1.17612 -2.82879

Atomic partial charges in e from the Mulliken method, atoms 1 to 5: -1.413 -1.266 -0.488 -0.321 -0.751

---

ii) DFT (the ωB97M-V functional and the def2-TZVPD basis) results for 2 unconnected molecules or ions with the total composition C4H12OP2.

Computed properties:
Molar mass ... 138.09 Da
HOMO (alpha / beta) ... -7.00 / -8.16 eV
Charge ... 0

Positions of all 19 atoms, in Å:
1 C -2.44295 -0.14675 1.40432
2 C 0.77825 -0.53708 -1.60161
3 C -1.52956 -0.04351 0.15008
4 C 0.81784 -0.69488 -0.13190
5 O -0.30855 -0.56903 0.67384
6 P 2.47061 -0.62454 0.68185
7 P 1.83715 2.33015 -0.08146
8 H -3.58317 -0.10513 1.07317
9 H -2.33508 -0.95540 2.05029
10 H -2.41159 0.62758 2.13866
11 H -0.11502 -0.21464 -2.04672
12 H 0.80718 -1.50545 -2.02310
13 H 1.50475 0.02518 -2.09144
14 H -1.23421 0.91024 -0.24396
15 H -2.07561 -0.63959 -0.74529
16 H 2.02411 -0.12412 1.85850
17 H 2.55906 -2.07600 1.15346
18 H 0.78327 2.50835 -0.86780
19 H 2.45352 1.83462 -1.35088

Atomic partial charges in e from the Mulliken method, atoms 1 to 5: -1.218 -1.149 -0.156 0.112 -0.227

---

Stability order, top to bottom: i), ii)

---

i) DFT (the ωB97M-V functional and the def2-TZVPD basis) results for a molecular structure, C2HBr2NO.

Computed properties:
Molar mass ... 214.84 Da
HOMO ... -9.51 eV
Charge ... 0

Positions of all 7 atoms, in Å:
1 C 1.46343 0.42135 0.78240
2 C -2.46801 -0.48618 -0.03729
3 N 1.40973 0.40953 -0.40812
4 O 1.43781 0.47775 1.92447
5 Br -1.28353 -1.72281 -0.77523
6 Br -1.99569 1.25511 -0.50616
7 H 1.43627 -0.35475 -0.98007

Atomic partial charges in e from the Mulliken method, atoms 1 to 5: 0.551 -0.011 -0.443 -0.367 -0.014

---

ii) DFT (the ωB97M-V functional and the def2-TZVPD basis) results for a molecular structure, C2HBr2NO.

Computed properties:
Molar mass ... 214.84 Da
HOMO ... -9.27 eV
Charge ... 0

Positions of all 7 atoms, in Å:
1 C 0.74525 -0.42308 -0.92223
2 C -2.07820 0.33169 -1.53703
3 N -0.05215 -0.79693 -0.14680
4 O 1.43794 -0.11026 -1.80750
5 Br -2.54139 -1.10553 -2.60746
6 Br -2.85188 0.34392 0.20513
7 H -0.31840 -1.16143 0.76072

Atomic partial charges in e from the Mulliken method, atoms 1 to 5: 0.528 -0.060 -0.330 -0.438 0.054

---

Stability order, top to bottom: i), ii)